18
Properties=species:S:1:pos:R:3:mulliken_charge:R:1 method="wB97M-V/def2-TZVPD" relative_energy_kcal_mol=4.97 total_charge=-1 smiles="C=C(C)CCC[O-]" homo_ev=-2.2 spin_multiplicity=1
C 0.7655 -0.8075 1.5489 -0.38
O 0.3255 -1.1810 2.7380 -0.87
C -0.1081 -1.2585 0.3156 -0.50
C 0.3008 -0.5600 -0.9896 -0.62
C -0.1954 0.8601 -1.0870 0.81
C 0.6328 1.8356 -1.4605 -0.99
C -1.6737 1.0716 -1.1493 -1.30
H 1.7802 -1.2299 1.2569 0.12
H 0.8633 0.3042 1.3889 0.12
H -1.1396 -1.0109 0.5686 0.16
H -0.0497 -2.3464 0.2473 0.37
H -0.1523 -1.1224 -1.8146 0.29
H 1.3908 -0.5740 -1.0771 0.28
H 0.2800 2.8573 -1.5315 0.29
H 1.6539 1.5593 -1.6820 0.25
H -2.1898 0.6175 -0.2999 0.32
H -2.0613 0.5865 -2.0475 0.25
H -1.9942 2.1123 -1.2333 0.39